A 3-piece molecular cluster, C6H19NO4 overall in a non-equilibrium geometry, computed with the ωB97M-V functional and the def2-TZVPD basis.

Computed properties:
orbital gap	0.340	Eh
structure (SMILES)	COCCNCCOC.O.O
ΔE to the lowest compared entry with this formula, charge and spin	2.7656	eV

```
! wB97M-V def2-TZVPD RIJCOSX def2/J DEFGRID3
* xyz 0 1
C 1.688 1.086 -4.302
O 2.257 1.311 -3.054
C 1.588 0.731 -1.965
C 2.370 1.130 -0.725
N 2.128 0.306 0.441
C 0.738 0.341 0.908
C 0.534 -0.497 2.157
O -0.854 -0.563 2.432
C -1.146 -1.555 3.403
H 1.761 0.047 -4.638
H 2.108 1.762 -5.041
H 0.606 1.298 -4.309
H 1.450 -0.355 -2.012
H 0.600 1.206 -1.897
H 2.080 2.164 -0.445
H 3.451 1.144 -0.872
H 2.715 0.529 1.228
H -0.039 0.104 0.183
H 0.582 1.408 1.170
H 1.066 -0.060 3.010
H 0.896 -1.510 1.934
H -1.073 -2.530 2.913
H -2.180 -1.443 3.729
H -0.529 -1.486 4.301
O -4.825 -0.255 0.029
H -5.133 0.623 0.278
H -5.585 -0.677 -0.389
O -2.312 -1.671 0.224
H -1.755 -1.313 0.941
H -3.189 -1.275 0.367
*
```

These are the Mulliken partial charges, in e, on atoms 1 to 6:
1 C -0.745
2 O -0.298
3 C -0.481
4 C -0.576
5 N -0.344
6 C -0.513


An isolated ion of composition C6H20N2OSi and charge +2 in a non-equilibrium geometry, computed with the ωB97M-V functional and the def2-TZVPD basis.

Computed properties:
orbital gap	0.401	Eh
structure (SMILES)	CC[C@H]([NH3+])[Si@@](C)(O)[C@@H](C)[NH3+]
ΔE to the lowest compared entry with this formula, charge and spin	0.0000	eV

```
! wB97M-V def2-TZVPD RIJCOSX def2/J DEFGRID3
* xyz 2 1
C -2.324 1.296 0.708
C -1.345 0.443 1.577
C -1.106 -0.905 0.972
N -0.570 -1.802 2.042
Si 0.131 -0.763 -0.574
C 1.720 -1.899 -0.298
O -0.696 -1.123 -1.953
C 0.678 1.041 -0.985
C 1.988 1.291 -0.296
N 0.976 1.383 -2.451
H -3.409 1.202 1.200
H -2.055 2.361 0.779
H -2.404 0.963 -0.347
H -1.821 0.171 2.563
H -0.430 1.031 1.820
H -2.170 -1.183 0.477
H -0.327 -1.273 3.013
H 0.133 -2.532 1.853
H -1.381 -2.455 2.425
H 1.433 -2.883 -0.080
H 2.180 -1.757 -1.279
H 2.239 -1.410 0.467
H -1.258 -1.915 -2.178
H -0.101 1.878 -0.598
H 2.791 0.614 -0.587
H 1.795 1.449 0.693
H 2.279 2.274 -0.560
H 0.183 1.177 -3.124
H 1.126 2.418 -2.389
H 1.745 0.907 -2.891
*
```

These are the Mulliken partial charges, in e, on atoms 1 to 6:
1 C -1.395
2 C -0.755
3 C 0.035
4 N -0.414
5 Si 0.360
6 C -1.452


C6H20N4OP2 as an isolated structure in a non-equilibrium geometry, computed with the ωB97M-V functional and the def2-TZVPD basis.

Computed properties:
orbital gap	0.312	Eh
ΔE to the lowest compared entry with this formula, charge and spin	0.0000	eV

```
! wB97M-V def2-TZVPD RIJCOSX def2/J DEFGRID3
* xyz 0 1
C -1.965 1.742 0.426
C -2.596 -0.530 0.806
C 0.618 1.005 -1.867
C 1.307 2.250 0.112
C 0.876 -2.588 0.716
C -0.442 -2.041 -1.256
N 0.234 0.231 2.125
N -1.613 0.352 0.189
N 0.975 0.959 -0.463
N 0.033 -1.629 0.044
O 3.061 0.006 1.089
P 2.536 -0.259 -0.260
P -0.043 -0.079 0.643
H -1.954 1.991 1.492
H -1.277 2.403 -0.095
H -2.970 1.915 0.035
H -2.277 -1.564 0.702
H -2.723 -0.314 1.871
H -3.555 -0.399 0.301
H -0.438 1.246 -2.003
H 1.230 1.749 -2.376
H 0.830 0.035 -2.315
H 2.394 2.388 0.088
H 0.827 3.071 -0.422
H 0.993 2.266 1.159
H 1.799 -2.786 0.156
H 1.148 -2.189 1.692
H 0.335 -3.529 0.851
H -0.988 -2.984 -1.161
H -1.115 -1.283 -1.652
H 0.387 -2.203 -1.955
H 1.169 0.056 2.460
H 3.204 0.711 -1.132
*
```

These are the Mulliken partial charges, in e, on atoms 1 to 6:
1 C -1.073
2 C -1.172
3 C -0.989
4 C -1.131
5 C -1.163
6 C -1.227


C6H21BaO7 as an isolated structure in a non-equilibrium geometry, computed with the ωB97M-V functional and the def2-TZVPD basis.

Computed properties:
orbital gap (alpha / beta)	0.234 / 0.214	Eh

```
! wB97M-V def2-TZVPD RIJCOSX def2/J DEFGRID3
* xyz 0 2
Ba -0.690 0.159 1.016
O -3.141 0.019 2.174
H -3.248 0.981 2.039
O -1.936 -2.524 0.094
C -1.021 -3.446 0.645
C -0.648 -3.401 2.226
O -0.389 -2.112 2.830
H -0.161 -3.212 0.017
H -1.160 -4.427 0.191
H 0.184 -4.036 2.529
H -1.579 -3.757 2.667
C 1.791 -0.180 -2.193
O 0.666 -0.431 -1.394
H 1.546 -0.246 -3.253
H 2.183 0.812 -1.970
H 2.594 -0.911 -2.100
H 0.205 -1.173 -1.793
C -2.267 1.414 -2.278
O -2.524 1.307 -0.862
H -1.245 1.588 -2.616
H -2.752 0.553 -2.737
H -2.837 2.304 -2.548
H -3.477 1.202 -0.802
C 0.612 3.313 -1.093
O 0.592 2.456 -0.026
H 1.458 3.995 -1.011
H 0.864 2.742 -1.987
H -0.369 3.784 -1.169
H 1.450 2.052 0.123
C 2.780 -0.081 2.151
O 1.743 0.730 1.809
H 2.342 -0.680 2.950
H 3.163 -0.748 1.379
H 3.581 0.588 2.466
H 1.693 1.366 2.526
*
```

These are the Mulliken partial charges, in e, on atoms 1 to 6:
1 Ba 1.649
2 O -0.952
3 H 0.118
4 O -0.417
5 C -0.440
6 C -0.276


A 4-piece molecular cluster, C6H21NO5 overall in a non-equilibrium geometry, computed with the ωB97M-V functional and the def2-TZVPD basis.

Computed properties:
orbital gap	0.331	Eh
structure (SMILES)	COCCNCCOC.O.O.O
ΔE to the lowest compared entry with this formula, charge and spin	3.1613	eV

```
! wB97M-V def2-TZVPD RIJCOSX def2/J DEFGRID3
* xyz 0 1
C 1.863 2.634 -1.701
O 0.811 2.036 -2.437
C -0.357 1.881 -1.680
C -0.252 0.899 -0.529
N 0.381 -0.349 -0.979
C 0.477 -1.316 0.100
C 1.593 -1.024 1.102
O 2.716 -0.503 0.394
C 3.933 -0.690 1.087
H 1.590 3.687 -1.549
H 2.782 2.564 -2.276
H 2.042 2.152 -0.735
H -1.139 1.500 -2.341
H -0.714 2.859 -1.318
H -1.272 0.654 -0.217
H 0.267 1.325 0.343
H 1.317 -0.065 -1.251
H 0.652 -2.306 -0.338
H -0.461 -1.457 0.641
H 1.893 -1.923 1.647
H 1.283 -0.256 1.823
H 3.857 -0.402 2.142
H 4.669 -0.029 0.630
H 4.261 -1.730 1.002
O -5.419 -0.379 -0.891
H -6.203 -0.201 -1.416
H -4.679 -0.048 -1.408
O -1.720 -2.004 3.129
H -2.411 -1.609 2.582
H -1.591 -1.385 3.853
O -3.226 -1.480 0.553
H -4.128 -1.243 0.299
H -2.815 -1.794 -0.257
*
```

These are the Mulliken partial charges, in e, on atoms 1 to 6:
1 C -0.622
2 O -0.366
3 C -0.568
4 C -0.505
5 N -0.318
6 C -0.301


A 6-piece molecular cluster, C6H21NO6 overall in a non-equilibrium geometry, computed with the ωB97M-V functional and the def2-TZVPD basis.

Computed properties:
orbital gap	0.351	Eh
structure (SMILES)	CC(=O)N1CCCC1.O.O.O.O.O
ΔE to the lowest compared entry with this formula, charge and spin	1.9410	eV

```
! wB97M-V def2-TZVPD RIJCOSX def2/J DEFGRID3
* xyz 0 1
C -2.495 -0.510 -0.328
C -1.309 -0.862 -1.154
O -1.388 -1.850 -1.879
N -0.125 -0.134 -1.153
C 1.099 -0.900 -1.639
C 2.136 -0.488 -0.640
C 1.756 0.917 -0.214
C 0.258 0.749 -0.031
H -3.440 -0.856 -0.901
H -2.776 -1.015 0.612
H -2.732 0.493 0.114
H 0.988 -1.963 -1.602
H 1.296 -0.375 -2.642
H 2.131 -1.143 0.268
H 3.175 -0.614 -0.934
H 2.349 1.258 0.562
H 1.905 1.678 -1.031
H -0.010 0.386 0.976
H -0.377 1.628 -0.065
O 0.148 3.120 -1.669
H 0.093 2.156 -1.761
H 0.324 3.467 -2.559
O -0.008 4.050 1.600
H -0.304 3.477 2.306
H 0.032 3.445 0.837
O 1.993 -3.390 0.840
H 2.585 -3.066 1.519
H 1.095 -3.061 0.913
O -1.005 1.428 2.873
H -0.773 1.205 3.803
H -1.955 1.541 3.032
O -1.690 -3.383 0.266
H -1.110 -4.139 0.361
H -1.867 -3.250 -0.681
*
```

These are the Mulliken partial charges, in e, on atoms 1 to 6:
1 C -1.213
2 C 0.665
3 O -0.745
4 N 0.335
5 C -0.753
6 C 0.057